Entry 1:
The following is a DFT calculation (ωB97M-V with the def2-TZVPD basis set) of a 2-piece molecular cluster, C4H10NO overall.

```
16
C4H10NO | the Open Molecules 2025 dataset | ωB97M-V with the def2-TZVPD basis set
H 0.941 -2.616 0.442
H -1.026 -2.674 -1.329
H 1.054 0.409 0.877
H -0.862 -0.111 0.147
H 0.129 3.676 0.229
H -0.926 3.281 -1.157
H 2.491 -0.615 0.952
C -0.525 -1.149 -0.061
C 0.615 -1.580 0.540
O -0.172 1.610 -0.015
N -1.424 -1.838 -0.903
H 0.873 2.920 -1.305
C -0.026 2.868 -0.544
H 1.394 -0.621 2.296
C 1.453 -0.549 1.204
H -1.828 -1.202 -1.549
```

The maximum force is 2.03 eV/A. As for the relative energy (zero: lowest compared OMol25 entry of this formula, charge and spin): 29.8 kcal per mole. As for the total energy: -288.34420 Eh. For the HOMO energy, the calculation gives -2.61 eV. The net charge is -1.

Here are the Mulliken charges for atoms 1 to 8, given in e:
1 H 0.28
2 H 0.21
3 H 0.10
4 H 0.37
5 H 0.18
6 H 0.15
7 H 0.29
8 C -0.10

---

Entry 2:
The following is a DFT calculation (ωB97M-V with the def2-TZVPD basis set) of C4H10NO as an isolated structure.

```
16
C4H10NO | the Open Molecules 2025 dataset | ωB97M-V with the def2-TZVPD basis set
H 1.938 -0.860 0.581
C -0.486 0.976 -0.184
C 2.625 -0.143 0.105
H -2.375 1.497 0.632
H 2.196 0.011 -0.939
N -2.924 -0.401 -0.048
H 0.186 0.798 0.628
H -1.336 -1.141 1.208
H 2.445 0.858 0.594
H -2.276 1.196 -1.116
H -0.016 0.676 -1.135
C -1.797 -1.141 0.205
H -0.475 2.083 -0.231
C -2.032 0.758 -0.117
O 3.928 -0.442 0.080
H -1.103 -1.477 -0.577
```

The maximum force is 5.23 eV/A. As for the relative energy (zero: lowest compared OMol25 entry of this formula, charge and spin): 133.8 kcal per mole. As for the total energy: -288.17838 Eh. For the HOMO energy, the calculation gives -2.03 eV. The net charge is -1.

Here are the Mulliken charges for atoms 1 to 8, given in e:
1 H 0.07
2 C -1.40
3 C -0.28
4 H 0.24
5 H 0.03
6 N -0.62
7 H 0.48
8 H 0.26

---

Entry 3:
The following is a DFT calculation (ωB97M-V with the def2-TZVPD basis set) of an isolated ion of composition C4H10NO and charge -1.

```
16
C4H10NO | the Open Molecules 2025 dataset | ωB97M-V with the def2-TZVPD basis set
H 0.988 -0.590 1.381
C 1.451 -0.407 0.412
C -0.999 -0.190 -0.078
H 0.275 0.503 -2.533
N 0.637 -0.198 -1.894
H -1.392 1.509 1.156
H 1.594 -0.334 -2.203
H 0.461 1.290 -0.442
H -2.567 0.179 1.319
C -1.467 0.392 1.283
H 2.383 0.142 0.570
H -1.660 0.240 -0.846
C 0.413 0.194 -0.506
H 1.755 -1.397 0.047
O -0.792 -0.052 2.357
H -1.079 -1.280 -0.024
```

The maximum force is 1.32 eV/A. As for the relative energy (zero: lowest compared OMol25 entry of this formula, charge and spin): 8.6 kcal per mole. As for the total energy: -288.37787 Eh. For the HOMO energy, the calculation gives -2.21 eV. The net charge is -1. The SMILES is C[C@@H](N)CC[O-].

Here are the Mulliken charges for atoms 1 to 8, given in e:
1 H 0.31
2 C -1.38
3 C -0.90
4 H 0.21
5 N -0.74
6 H 0.18
7 H 0.20
8 H 0.10

---

Entry 4:
The following is a DFT calculation (ωB97M-V with the def2-TZVPD basis set) of C4H10NO as an isolated structure.

```
16
C4H10NO | the Open Molecules 2025 dataset | ωB97M-V with the def2-TZVPD basis set
H 1.315 1.719 -1.153
C -1.729 -1.205 -0.701
C 1.034 0.722 -0.864
H -1.244 -2.184 -0.332
H -1.144 -1.083 -1.675
C 0.538 0.000 1.594
H 1.452 0.539 1.773
N -1.784 -0.073 0.269
H 0.520 0.367 -1.823
H -0.349 -0.128 2.238
H -1.201 1.015 -0.207
H -2.692 -1.542 -1.098
H -0.018 1.697 0.678
C -0.158 0.667 0.321
O 2.142 0.005 -0.457
H 0.605 -1.034 1.280
```

The maximum force is 4.68 eV/A. As for the relative energy (zero: lowest compared OMol25 entry of this formula, charge and spin): 133.2 kcal per mole. As for the total energy: -288.17934 Eh. For the HOMO energy, the calculation gives -2.58 eV. The net charge is -1.

Here are the Mulliken charges for atoms 1 to 8, given in e:
1 H 0.24
2 C -0.63
3 C -0.27
4 H 0.20
5 H 0.15
6 C -1.52
7 H 0.43
8 N -0.51

---

Entry 5:
The following is a DFT calculation (ωB97M-V with the def2-TZVPD basis set) of a 2-piece molecular cluster, C4H10NO overall.

```
16
C4H10NO | the Open Molecules 2025 dataset | ωB97M-V with the def2-TZVPD basis set
H 1.061 -1.115 0.846
H 1.099 -1.446 2.613
H -2.548 -0.591 0.821
H 0.829 0.196 2.009
C 1.321 0.888 -2.119
H 2.273 1.323 -2.408
C -1.459 -0.378 0.672
H 0.167 2.615 -2.438
C 0.625 -0.862 1.819
O -0.991 -0.732 -0.523
H -0.706 1.052 -1.809
N -0.818 -1.060 1.848
H -1.337 0.717 0.890
H 1.289 -0.134 -1.760
C 0.192 1.573 -2.135
H -0.998 -2.046 1.674
```

The maximum force is 0.33 eV/A. As for the relative energy (zero: lowest compared OMol25 entry of this formula, charge and spin): 25.3 kcal per mole. As for the total energy: -288.35138 Eh. For the HOMO energy, the calculation gives -2.55 eV. The net charge is -1.

Here are the Mulliken charges for atoms 1 to 8, given in e:
1 H 0.22
2 H 0.31
3 H 0.26
4 H 0.23
5 C -0.50
6 H 0.25
7 C -0.50
8 H 0.24

---

Entry 6:
The following is a DFT calculation (ωB97M-V with the def2-TZVPD basis set) of a 2-piece molecular cluster, C4H10NO overall.

```
16
C4H10NO | the Open Molecules 2025 dataset | ωB97M-V with the def2-TZVPD basis set
H 0.477 0.235 -3.347
C 0.806 -0.602 0.456
C -0.146 1.052 3.027
H -0.862 -0.831 -3.681
H 0.175 2.049 3.354
H -0.953 -1.384 -1.147
H 0.106 -1.347 0.817
N 0.661 -0.152 -0.717
C -0.470 -0.518 -1.597
H 0.690 -1.521 -3.129
H -1.200 0.291 -1.538
O -0.914 0.918 2.107
H 1.577 -0.293 1.149
H 0.246 0.158 3.541
H 1.328 0.512 -1.088
C -0.004 -0.691 -3.030
```

The maximum force is 0.76 eV/A. As for the relative energy (zero: lowest compared OMol25 entry of this formula, charge and spin): 39.0 kcal per mole. As for the total energy: -288.10093 Eh. For the HOMO energy, the calculation gives -14.10 eV. The net charge is +1.

Here are the Mulliken charges for atoms 1 to 8, given in e:
1 H 0.38
2 C -0.22
3 C -0.16
4 H 0.35
5 H 0.28
6 H 0.33
7 H 0.24
8 N 0.01

---

Entry 7:
The following is a DFT calculation (ωB97M-V with the def2-TZVPD basis set) of a 2-piece molecular cluster, C4H10NO overall.

```
16
C4H10NO | the Open Molecules 2025 dataset | ωB97M-V with the def2-TZVPD basis set
C -0.263 -1.009 1.157
H 1.122 -0.970 -2.661
H 0.545 1.384 3.314
H -0.393 -0.732 2.191
H -0.219 0.847 0.744
N -0.362 -0.071 0.304
C 0.922 -1.079 -1.603
O -0.256 1.470 2.774
H -0.177 -2.044 0.834
H -0.294 2.430 2.610
C -0.031 -0.049 -1.101
C -0.766 0.779 -1.839
H 1.864 -0.999 -1.046
H -0.771 0.725 -2.916
H -1.485 1.413 -1.344
H 0.564 -2.095 -1.417
```

The maximum force is 2.55 eV/A. As for the relative energy (zero: lowest compared OMol25 entry of this formula, charge and spin): 32.1 kcal per mole. As for the total energy: -288.11192 Eh. For the HOMO energy, the calculation gives -14.49 eV. The net charge is +1.

Here are the Mulliken charges for atoms 1 to 8, given in e:
1 C -0.16
2 H 0.36
3 H 0.34
4 H 0.32
5 H 0.35
6 N 0.01
7 C -1.34
8 O -0.68

---

Entry 8:
The following is a DFT calculation (ωB97M-V with the def2-TZVPD basis set) of a 2-piece molecular cluster, C4H10NO overall.

```
16
C4H10NO | the Open Molecules 2025 dataset | ωB97M-V with the def2-TZVPD basis set
C 0.533 0.019 1.536
N -0.050 -1.131 1.613
H -1.819 -1.641 2.692
C -1.500 -1.352 1.675
H 1.142 0.645 -3.336
H 0.466 -1.943 1.391
H -1.733 -2.067 0.909
O -0.645 1.301 -0.718
C 1.170 0.719 -2.245
C -0.055 1.537 -1.779
H 1.571 0.027 1.247
H 2.023 1.294 -1.863
H -1.923 -0.428 1.394
H -0.013 0.936 1.742
H 1.169 -0.285 -1.774
H -0.336 2.368 -2.484
```

The maximum force is 2.14 eV/A. As for the relative energy (zero: lowest compared OMol25 entry of this formula, charge and spin): 34.1 kcal per mole. As for the total energy: -288.10880 Eh. For the HOMO energy, the calculation gives -13.73 eV. The net charge is +1.

Here are the Mulliken charges for atoms 1 to 8, given in e:
1 C -0.25
2 N 0.01
3 H 0.30
4 C -0.73
5 H 0.34
6 H 0.31
7 H 0.33
8 O -0.49

---

Entry 9:
The following is a DFT calculation (ωB97M-V with the def2-TZVPD basis set) of a 2-piece molecular cluster, C4H10NO overall.

```
16
C4H10NO | the Open Molecules 2025 dataset | ωB97M-V with the def2-TZVPD basis set
H 1.077 0.232 2.272
H 0.546 2.322 -0.487
H -1.120 2.334 -1.067
O 0.009 -2.363 2.127
C -0.200 0.405 -0.942
C -0.145 1.894 -1.250
C 0.506 0.614 1.396
H 0.256 1.710 1.298
H -0.224 -1.517 -1.783
H -0.900 -2.767 2.030
N 0.386 -0.121 0.304
H 0.155 2.109 -2.311
H 0.446 -2.857 2.830
H -0.970 -0.360 -2.850
C -0.535 -0.539 -1.916
H 0.712 -1.096 0.350
```

The maximum force is 4.85 eV/A. As for the relative energy (zero: lowest compared OMol25 entry of this formula, charge and spin): 42.8 kcal per mole. As for the total energy: -288.09486 Eh. For the HOMO energy, the calculation gives -14.06 eV. The net charge is +1.

Here are the Mulliken charges for atoms 1 to 8, given in e:
1 H 0.26
2 H 0.30
3 H 0.33
4 O -0.63
5 C 0.85
6 C -1.14
7 C -0.16
8 H 0.25

---

Entry 10:
The following is a DFT calculation (ωB97M-V with the def2-TZVPD basis set) of a 2-piece molecular cluster, C4H10NO overall.

```
16
C4H10NO | the Open Molecules 2025 dataset | ωB97M-V with the def2-TZVPD basis set
H -0.260 -0.633 -1.870
H 2.945 -0.020 -0.475
O -1.878 2.688 0.529
H -2.588 3.120 1.013
H 1.168 -1.888 1.311
H 0.093 -0.561 1.815
H -1.523 3.321 -0.112
H -1.829 -0.905 0.526
C 1.996 -0.148 -0.981
H 1.818 -0.364 1.763
C -1.439 -1.062 -0.469
C 0.958 -0.447 -0.211
C 0.979 -0.813 1.237
H -2.074 -1.609 -1.158
H 1.960 -0.119 -2.058
N -0.326 -0.559 -0.860
```

The maximum force is 2.30 eV/A. As for the relative energy (zero: lowest compared OMol25 entry of this formula, charge and spin): 43.4 kcal per mole. As for the total energy: -288.09386 Eh. For the HOMO energy, the calculation gives -14.53 eV. The net charge is +1.

Here are the Mulliken charges for atoms 1 to 8, given in e:
1 H 0.30
2 H 0.26
3 O -0.64
4 H 0.32
5 H 0.33
6 H 0.36
7 H 0.32
8 H 0.25